Formula: C2H6O3
Source: the OMol25 dataset
Level of theory: ωB97M-V/def2-TZVPD

```
! RIJCOSX wB97M-V def2-TZVPD def2/J DEFGRID3
* xyz 0 1
O 0.0748 2.1563 3.2385
C 0.4242 2.0874 2.0621
O -0.1055 1.1957 1.1849
H 1.3965 2.5775 1.6632
H -1.0622 1.3901 1.3721
C -0.0318 -1.1967 -1.5582
O -0.8361 -2.4454 -1.6426
H -0.3302 -0.7475 -0.5387
H -0.3730 -0.5016 -2.2974
H 1.0702 -1.2936 -1.5835
H -0.2269 -3.2220 -1.9004
*
```

Results
ΔE to the lowest compared entry with this formula, charge and spin   2.078 eV
SMILES   O=CO.CO
HOMO   -10.337 eV
Orbital gap   11.06 eV



Formula: C5H6N
Source: the OMol25 dataset
Level of theory: ωB97M-V/def2-TZVPD

```
! RIJCOSX wB97M-V def2-TZVPD def2/J DEFGRID3
* xyz 1 1
C -0.0038 -1.5162 1.5764
C 0.8772 -1.5775 0.4757
C -0.4956 -1.2389 0.0078
C 0.8304 -0.2186 0.9954
C -0.0649 1.1487 -1.0270
N -0.3223 0.2516 0.1434
H -1.3671 -1.6343 -0.4923
H 1.5942 0.3493 1.5264
H 0.9256 0.7047 -1.4801
H -1.0957 1.0572 -1.6327
H 0.2654 2.1757 -0.7574
H -1.1433 0.4983 0.6644
*
```

Results
ΔE to the lowest compared entry with this formula, charge and spin   8.777 eV
HOMO (spin up / spin down)   -15.604 / -15.605 eV
Orbital gap (spin up / spin down)   8.52 / 8.52 eV



no.,energy (eV)
1,-8312.4302
2,-6756.4003